Entry 1:
DFT (ωB97M-V with the def2-TZVPD basis set) results for a 2-piece molecular cluster, C9H16N3O3 overall.

Calculated values
Orbital gap, eV: 8.6
Highest occupied orbital energy, eV: -11.37
Energy above the lowest of the compared OMol25 structures with the same formula, charge and spin, kcal/mol: 84.1
Electronic energy, Eh: -742.14283
Net charge: +1

Geometry (Å):
O: 3.0592 -0.8971 -0.5763
H: 2.7647 -1.1842 -2.5659
H: 2.3395 0.3599 3.6508
H: -2.9730 -1.3575 3.0942
C: 0.6222 0.1568 1.4871
C: -1.3365 0.1629 0.6149
H: -2.4578 -0.5132 -1.1158
N: -0.0289 0.4513 0.3798
H: 1.8665 2.2185 -2.8377
H: -4.3966 -0.6700 0.8488
C: -2.8205 -0.5374 2.2706
C: 2.6320 -0.5837 -1.6568
C: -2.6448 0.0625 -0.1391
H: -3.3255 -1.7693 0.6621
H: 3.7204 -0.3571 2.4469
O: 2.0630 0.2775 1.5034
H: -3.0955 1.0199 -0.0588
N: -0.1980 -0.2995 2.4746
C: -1.4417 -0.3053 1.8867
N: -3.4042 -0.8083 0.9287
H: 2.1508 -1.2420 2.9193
H: -3.2271 0.3116 2.7688
C: 2.5469 -0.2931 2.7071
C: 1.6077 1.1674 -3.0892
H: 2.4256 -0.2216 0.6690
H: -0.4984 1.8404 -3.0907
C: 0.1071 0.8875 -3.3725
H: -0.0594 0.8160 -4.5340
H: 2.3462 0.7094 -3.6684
O: 1.9810 0.5130 -1.7645
H: -0.3249 0.0846 -2.8431

Atoms 1-3, force components in eV/Å:
0.4 -1.1 1.8
0.2 -0.1 0.0
0.4 -0.8 -2.2

Entry 2:
DFT (ωB97M-V with the def2-TZVPD basis set) results for the molecule C4H5NOS2.

Calculated values
Orbital gap, eV: 7.6
Highest occupied orbital energy, eV: -9.16
Energy above the lowest of the compared OMol25 structures with the same formula, charge and spin, kcal/mol: 62.3
SMILES: ONC(=S)/C=C/C=S
Electronic energy, Eh: -1081.69400
Net charge: 0

Geometry (Å):
H: 1.6551 0.2898 -0.0306
N: -0.2193 -1.6318 0.6244
H: -1.1879 -3.1045 0.1140
H: 0.2010 3.0506 -0.3830
H: -1.3031 1.2010 -0.4936
C: -0.5007 0.5406 -0.2604
O: -0.4465 -2.9751 0.7839
C: 0.7822 0.9725 -0.1148
C: -0.9232 -0.8809 -0.2129
C: 1.0799 2.3851 -0.1983
H: 0.3783 -1.3139 1.3523
S: -2.0888 -1.5146 -1.1795
S: 2.5727 2.9814 -0.0014

Atoms 1-3, force components in eV/Å:
-0.8 0.4 0.1
-0.1 -0.4 0.0
0.5 -0.2 0.5

Entry 3:
DFT (ωB97M-V with the def2-TZVPD basis set) results for the molecule C21H22ClN3O4.

Calculated values
Orbital gap, eV: 8.9
Highest occupied orbital energy, eV: -8.49
Energy above the lowest of the compared OMol25 structures with the same formula, charge and spin, kcal/mol: 2.1
SMILES: CCOC(=O)CNC(=O)N1CCc2ccc(NC(=O)c3ccccc3Cl)cc2C1
Electronic energy, Eh: -1738.93940
Net charge: 0

Geometry (Å):
H: -6.7001 0.2215 0.5624
C: 6.4333 -2.9889 0.2535
H: -1.2277 0.6209 2.0227
C: -0.1144 1.7528 0.5622
C: 5.2011 -2.3979 0.4533
H: -4.9464 -3.0473 -1.9122
H: -5.6022 -0.4392 1.7968
H: 2.7768 2.4157 -1.8853
H: -1.6140 4.1447 -1.2814
O: 2.9623 -0.9676 1.5069
C: -0.2304 2.7617 -0.3909
C: 3.6580 -0.4884 0.6377
C: 0.8098 2.9885 -1.2766
H: -1.2505 2.3765 2.2523
C: -1.5198 3.5218 -0.3913
C: 2.0822 1.2229 -0.2429
H: -2.4424 -3.0965 -0.1503
H: 1.1168 0.2010 1.3751
C: -5.5126 -1.4476 -0.0668
H: 8.2709 -0.1950 -0.2341
O: -3.4198 0.0871 2.1909
C: -5.6942 -0.1693 0.7389
H: -1.5624 4.1716 0.4875
H: 0.7255 3.7655 -2.0225
H: -3.9715 -3.9190 0.1831
C: -1.2718 1.5762 1.4964
C: 1.9615 2.2293 -1.2003
O: -6.2900 -2.3642 -0.0607
H: -3.6275 3.0809 -0.2348
C: -3.3058 -3.5761 -0.6050
H: 3.9595 0.7995 -0.9005
C: 5.0408 -1.0157 0.3798
N: 3.2761 0.4965 -0.2192
Cl: 6.0881 1.5014 0.1156
C: 6.1687 -0.2357 0.1359
O: -4.3911 -1.4087 -0.7905
C: 7.5403 -2.1975 -0.0056
C: -3.5291 0.7864 1.2018
C: -2.6849 2.5299 -0.3356
H: -2.7062 1.9681 -1.2827
C: 7.4109 -0.8212 -0.0540
H: -2.9761 -4.4320 -1.1871
H: 8.5095 -2.6469 -0.1588
H: 4.3293 -2.9942 0.6758
C: -4.0361 -2.5930 -1.5071
C: 1.0309 0.9803 0.6368
H: -3.3942 -2.2501 -2.3217
N: -2.5381 1.6179 0.7792
N: -4.7057 0.8453 0.4703
H: -4.6196 1.0900 -0.5038
H: 6.5326 -4.0619 0.3070

Atoms 1-3, force components in eV/Å:
0.1 -0.2 0.0
0.0 0.0 0.0
0.0 0.2 0.0

Entry 4:
DFT (ωB97M-V with the def2-TZVPD basis set) results for F6N3NaO12S6 as an isolated structure.

Calculated values
Orbital gap, eV: 5.9
Highest occupied orbital energy, eV: -5.17
Energy above the lowest of the compared OMol25 structures with the same formula, charge and spin, kcal/mol: 166.5
Electronic energy, Eh: -4217.70553
Net charge: -2

Geometry (Å):
Na: -1.5527 2.6469 0.5648
N: 5.5979 2.8439 2.9353
S: -5.1039 1.5837 -3.1955
F: -3.1980 -4.0725 -0.2163
O: 3.1030 2.3747 2.4098
S: 4.5034 2.0719 2.0257
O: -2.3292 -4.5305 1.9918
S: 5.8174 1.7201 3.8538
F: 4.7834 3.0597 0.8003
O: -4.2021 4.1073 -4.9463
S: -1.8969 -4.0526 0.6997
O: 0.4093 -5.6005 1.9727
O: 4.8067 0.8370 1.3318
O: -6.4801 2.0852 -3.4334
O: 4.8314 1.6010 4.9173
O: -1.4449 -2.6837 0.5598
O: -2.7483 2.0585 -4.9817
N: -1.3329 -5.2024 -0.1211
O: 0.9664 -3.8085 0.4492
F: 6.9630 2.5395 4.7312
O: 6.5448 0.4910 3.3600
F: -5.0732 1.0777 -1.6785
O: -4.6979 0.3207 -3.8219
N: -3.8852 2.7186 -2.8131
F: 1.1603 -6.0710 -0.2564
S: -3.5098 3.0459 -4.2070
S: 0.2104 -5.0287 0.6504
F: -2.2423 3.8672 -3.5823

Atoms 1-3, force components in eV/Å:
0.1 -0.3 -0.3
-2.1 1.2 -4.0
-2.3 -3.2 2.3

Entry 5:
DFT (ωB97M-V with the def2-TZVPD basis set) results for the molecule C6H16N2.

Calculated values
Orbital gap, eV: 9.4
Highest occupied orbital energy, eV: -8.26
Energy above the lowest of the compared OMol25 structures with the same formula, charge and spin, kcal/mol: 69.7
SMILES: CCCNCCNC
Electronic energy, Eh: -347.61377
Net charge: 0

Geometry (Å):
H: -1.2075 0.1552 -1.0450
H: 2.6109 -2.6939 -1.2692
C: -0.6769 1.3031 0.7732
H: 3.2330 -1.1385 -1.4013
H: 0.1961 -2.9362 -0.1932
H: 0.2109 -2.7819 1.3609
N: -0.8050 2.5293 0.0287
C: 0.2032 -2.1818 0.5114
H: 1.5291 -1.4255 -1.9503
C: -2.2136 2.7586 -0.3605
H: 2.3820 -2.0779 0.9813
H: 0.2189 1.4078 1.3969
C: -0.5188 0.1046 -0.1925
H: -1.2087 -0.9263 1.4920
H: -2.6879 3.4671 0.2562
N: -0.8631 -1.1543 0.5488
H: -2.7318 1.7754 -0.6310
H: -0.3388 3.4012 0.2992
H: 0.4913 -0.1115 -0.6746
H: -2.1589 3.2254 -1.2633
C: 2.2617 -1.6296 -1.0720
H: -1.4515 1.1010 1.4713
H: 1.8683 -0.5688 0.6416
C: 1.6572 -1.6024 0.2916

Atoms 1-3, force components in eV/Å:
0.0 0.5 0.2
-0.7 0.8 0.0
2.8 0.4 -1.0

Entry 6:
DFT (ωB97M-V with the def2-TZVPD basis set) results for the molecule C4H4N2S.

Calculated values
Orbital gap, eV: 7.5
Highest occupied orbital energy, eV: -9.58
Energy above the lowest of the compared OMol25 structures with the same formula, charge and spin, kcal/mol: 85.6
SMILES: CC1=NN=CC1=S
Electronic energy, Eh: -662.38921
Net charge: 0

Geometry (Å):
S: -0.4615 1.3690 -1.2832
H: -0.6857 -2.3041 -1.5226
N: 0.6825 -1.1795 1.1659
N: 0.2929 0.0148 1.9933
H: 0.9027 -1.0711 -1.8461
H: -0.6928 1.8612 1.7158
C: -0.1993 0.9143 1.2667
C: 0.4375 -1.9314 -1.1346
C: 0.0987 -0.9860 0.0431
H: 0.9101 -2.8184 -0.7994
C: -0.3167 0.4333 -0.0304

Atoms 1-3, force components in eV/Å:
-0.4 0.8 -1.9
3.1 1.1 0.4
-1.6 1.4 0.5

Entry 7:
DFT (ωB97M-V with the def2-TZVPD basis set) results for the molecule C4H6O2.

Calculated values
Orbital gap, eV: 10.7
Highest occupied orbital energy, eV: -10.00
Energy above the lowest of the compared OMol25 structures with the same formula, charge and spin, kcal/mol: 65.0
SMILES: C[C@H]1O[C@H]1C=O
Electronic energy, Eh: -306.40278
Net charge: 0

Geometry (Å):
C: 0.7652 -0.6671 -0.3775
H: 0.9215 -1.5282 0.2391
H: -1.1060 -1.6183 0.0000
H: 2.1110 1.0170 -1.1341
C: -0.6876 -0.6291 -0.2255
H: -1.5042 0.2554 1.5018
H: -2.2713 0.7182 -0.0399
C: 1.7386 0.4761 -0.2230
H: -0.6567 1.3821 0.4284
O: -0.1085 -0.6711 -1.5086
O: 2.1235 0.7434 0.8912
C: -1.3256 0.5216 0.4481

Atoms 1-3, force components in eV/Å:
0.0 0.5 0.1
1.7 -1.3 -0.8
-0.1 0.4 0.2

Entry 8:
DFT (ωB97M-V with the def2-TZVPD basis set) results for C21H34BrCl4F6LiN2Na2O14S2 as an isolated structure.

Calculated values
Orbital gap, eV: 3.8
Highest occupied orbital energy, eV: -7.84
Electronic energy, Eh: -8125.50813
Net charge: 0

Geometry (Å):
H: 1.9641 -7.5368 0.0602
F: -8.2088 4.6770 -1.8520
H: 8.0179 -0.1851 -1.4555
C: -1.4113 7.5975 1.1479
C: 2.5179 0.8891 1.5091
Na: 2.9171 -3.9429 -1.0617
S: 5.4176 -0.7946 -2.6853
H: -0.5909 6.8793 1.2638
H: -3.1073 -1.3532 -0.8999
H: -0.5892 -0.9637 1.8690
H: 1.9741 -0.3424 -0.9946
F: -8.6716 4.2696 -3.9161
C: 0.5928 0.9966 -0.5495
Cl: -4.9260 -0.8212 3.8437
H: -0.7505 2.7110 -1.6992
H: -4.0719 1.4284 -0.2549
H: -2.8517 0.0295 0.1022
O: -5.4203 -2.1204 4.1982
C: 1.1963 -0.2505 -0.2341
O: -3.9091 -0.3880 4.7707
H: 4.2643 -0.4335 -0.6636
C: 6.3728 -0.8284 -0.1958
C: 7.5290 -1.1166 -1.1683
C: -1.3061 -2.6803 2.9202
F: -9.3379 2.9203 -2.3764
H: -2.0999 -0.7277 2.6840
H: -1.6614 7.6902 0.0943
H: 6.0211 -1.7657 0.2368
C: 6.8871 -1.7715 -2.3912
H: -2.1023 3.6799 -0.2940
F: 2.0552 -1.2103 3.1564
H: 3.3352 -4.8301 0.5466
Cl: 4.7212 -6.6540 0.0442
H: 0.4970 -1.9165 -1.4309
C: -3.6944 2.3737 -0.5705
O: 2.4365 -2.5713 1.1294
C: 5.2525 -0.1715 -1.0142
H: -1.2996 -0.6878 -1.9840
H: 6.6801 -0.1871 0.6265
O: 2.5230 1.3241 2.5998
O: -5.9945 0.1338 3.7968
C: 3.2359 -5.9042 0.6716
H: 0.0706 -1.9386 0.2974
C: -2.2480 -1.8694 0.8963
C: 1.9932 -6.4547 0.0080
C: -1.5340 -1.4338 2.1230
H: -3.7950 2.4665 -1.6283
H: 8.2788 -1.7648 -0.7221
C: 2.7263 -1.3990 1.2385
H: -1.1002 8.5724 1.5270
S: -6.7806 2.7528 -2.9181
H: -2.3628 7.0594 2.7656
O: -2.0760 -2.9760 3.7921
Cl: 1.8780 -5.9967 -1.7389
H: -1.7532 -2.7507 0.5456
C: -1.4237 1.9829 -1.3040
C: -1.0820 -0.5301 -0.9181
O: 4.2892 -1.6700 -2.9594
H: 6.5707 -2.7902 -2.1710
H: 3.1912 -6.0999 1.7386
C: -8.3362 3.7062 -2.7557
O: 5.7410 0.2875 -3.5679
H: 1.0451 2.0186 -0.5024
H: 7.5073 -1.7578 -3.2832
Cl: -1.7722 2.1942 1.4211
Na: -1.5985 -0.4757 -3.5172
H: 0.6071 -3.0508 2.5925
O: -6.5658 2.2165 -1.5923
O: -5.8021 3.7428 -3.3303
Li: 1.3279 2.7171 2.1312
H: 5.3583 0.9106 -1.0447
H: -3.2334 -2.1582 1.1725
Br: 2.1260 4.4458 -0.1066
F: 3.2276 1.3969 0.5278
O: -0.2915 -3.4719 2.5017
C: -2.4170 -0.8893 -0.2309
O: -7.0903 1.7667 -3.9265
C: -2.2719 2.6415 -0.2198
H: 1.1050 -6.0581 0.4965
O: -2.5718 7.1356 1.8330
N: 1.8538 -0.3201 1.1086
H: -4.2912 3.1544 -0.1802
O: -4.3172 -0.8929 2.5077
C: 0.1583 -1.3611 -0.5920
H: -2.1049 1.6394 -2.0474
F: 3.9679 -0.9860 1.3548
N: -0.6076 0.8436 -0.9021

Atoms 1-3, force components in eV/Å:
0.1 -0.1 -0.2
0.0 0.3 0.2
0.0 0.0 0.0